(1)
# C37H48BrN8O2PPd

A molecular structure, C37H48BrN8O2PPd (wB97M-V/def2-TZVPD, OMol25).

Cartesian coordinates (Å):
Pd 0.939 0.439 -0.533
O 4.329 3.459 -4.211
C 4.529 3.553 -2.856
C 5.664 4.156 -2.330
C 5.863 4.185 -0.959
C 4.937 3.597 -0.112
C 3.802 3.003 -0.648
C 3.569 2.996 -2.011
C 2.314 2.334 -2.608
O 1.253 2.213 -1.808
N 2.779 1.000 -3.122
N 2.490 -0.083 -2.443
C 3.121 -1.179 -2.693
C 2.694 -2.455 -2.186
Br 1.076 -2.361 -1.183
C 3.288 -3.619 -2.479
C 2.911 -4.979 -2.078
C 2.483 -5.309 -0.791
C 2.133 -6.612 -0.477
C 2.216 -7.615 -1.432
C 2.669 -7.306 -2.707
C 3.019 -6.004 -3.022
H 5.027 3.940 -4.663
H 6.394 4.597 -3.003
H 6.747 4.665 -0.560
H 5.099 3.609 0.958
H 3.066 2.532 -0.016
H 2.067 2.891 -3.527
H 3.606 0.997 -3.709
H 3.964 -1.182 -3.386
H 4.134 -3.545 -3.157
H 2.453 -4.550 -0.022
H 1.798 -6.850 0.525
H 1.941 -8.632 -1.184
H 2.754 -8.082 -3.456
H 3.367 -5.767 -4.021
N -0.091 -0.205 1.082
P -1.637 -0.337 0.888
N -2.171 -1.928 0.889
C -3.499 -2.326 0.453
C -4.136 -3.314 1.432
C -3.214 -4.506 1.682
C -1.843 -4.017 2.149
C -1.268 -3.046 1.122
N -2.360 0.434 -0.427
C -3.714 0.975 -0.465
C -3.719 2.309 -1.214
C -2.927 2.210 -2.538
C -2.586 0.758 -2.870
C -1.766 0.147 -1.743
N -2.552 0.347 2.158
C -2.342 1.799 2.320
C -1.383 2.109 3.463
C -1.982 1.645 4.800
C -2.928 0.453 4.578
C -2.430 -0.403 3.424
H -3.433 -2.806 -0.536
H -4.125 -1.439 0.362
H -5.095 -3.648 1.030
H -4.330 -2.804 2.378
H -3.093 -5.073 0.753
H -3.658 -5.176 2.421
H -1.156 -4.859 2.268
H -1.937 -3.512 3.115
H -1.111 -3.603 0.186
H -0.311 -2.644 1.454
H -4.065 1.110 0.554
H -4.404 0.278 -0.959
H -3.279 3.077 -0.576
H -4.756 2.597 -1.403
H -1.992 2.769 -2.455
H -3.494 2.653 -3.358
H -2.004 0.711 -3.791
H -3.497 0.177 -3.032
H -0.762 0.601 -1.777
H -1.656 -0.935 -1.898
H -3.306 2.291 2.500
H -1.948 2.195 1.385
H -1.161 3.178 3.487
H -0.451 1.580 3.254
H -2.529 2.460 5.278
H -1.178 1.350 5.478
H -3.935 0.804 4.340
H -2.997 -0.153 5.483
H -3.015 -1.316 3.339
H -1.386 -0.694 3.621
N -1.762 6.142 -0.040
C -0.951 5.466 0.416
C 0.037 4.617 1.003
C 0.838 5.053 2.056
C 1.731 4.157 2.612
C 1.787 2.868 2.102
N 1.051 2.460 1.073
C 0.194 3.315 0.530
H 0.753 6.067 2.422
H 2.368 4.449 3.435
H 2.452 2.128 2.534
H -0.381 2.968 -0.318

Summary:
* expectation value of S²: 2.007
* Kohn-Sham gap (spin up / spin down): 7.73 / 6.82 eV
* lowest unoccupied orbital energy (spin up / spin down): 0.3 / -0.7 eV
* spin multiplicity: 3
* relative energy (zero: lowest compared OMol25 entry of this formula, charge and spin): 20.8 kcal/mol

***

(2)
# C37H48IrN3O2PSi

A molecular structure, C37H48IrN3O2PSi (wB97M-V/def2-TZVPD, OMol25).

Cartesian coordinates (Å):
Ir -0.910 -0.700 0.241
O -2.040 4.176 -5.895
C -1.292 3.940 -4.812
O -0.327 4.602 -4.559
C -1.693 2.794 -3.921
C -1.411 2.926 -2.566
C -1.657 1.878 -1.703
C -2.184 0.689 -2.190
C -2.457 0.542 -3.547
C -2.221 1.603 -4.406
N -2.329 -0.409 -1.280
C -3.116 -1.398 -1.512
C -3.057 -2.535 -0.611
C -3.860 -3.649 -0.731
C -3.700 -4.683 0.187
C -2.757 -4.552 1.187
C -1.985 -3.398 1.253
N -2.117 -2.420 0.359
H -2.838 3.635 -5.913
H -0.971 3.847 -2.209
H -1.416 1.964 -0.654
H -2.799 -0.400 -3.953
H -2.393 1.466 -5.467
H -3.816 -1.397 -2.340
H -4.601 -3.702 -1.516
H -4.312 -5.571 0.121
H -2.609 -5.328 1.924
H -1.252 -3.243 2.032
C 4.865 -0.727 0.775
C 3.396 -0.401 1.062
C 2.793 -1.473 1.989
C 3.325 0.944 1.801
P 2.395 -0.260 -0.516
N 0.794 -0.335 -0.125
C 2.657 -1.734 -1.648
C 3.980 -1.637 -2.417
C 2.660 -3.003 -0.782
C 1.491 -1.868 -2.645
C 2.633 1.380 -1.398
C 4.111 1.756 -1.548
C 1.885 2.496 -0.647
C 1.992 1.271 -2.791
H 5.398 -0.710 1.727
H 5.343 0.002 0.122
H 5.000 -1.720 0.351
H 3.156 -1.277 2.998
H 3.101 -2.481 1.724
H 1.704 -1.434 2.014
H 3.796 0.809 2.776
H 2.304 1.270 1.970
H 3.871 1.732 1.290
H 4.846 -1.557 -1.763
H 3.996 -0.806 -3.119
H 4.095 -2.553 -2.999
H 3.531 -3.069 -0.136
H 2.692 -3.862 -1.452
H 1.758 -3.086 -0.173
H 1.584 -1.203 -3.498
H 0.521 -1.696 -2.176
H 1.497 -2.890 -3.025
H 4.581 1.997 -0.597
H 4.165 2.652 -2.169
H 4.699 0.984 -2.042
H 2.384 2.813 0.263
H 0.863 2.211 -0.404
H 1.840 3.361 -1.311
H 2.547 0.618 -3.460
H 1.998 2.268 -3.236
H 0.955 0.941 -2.741
C -3.217 4.526 2.921
C -2.434 3.939 3.905
C -1.738 2.773 3.631
C -1.820 2.172 2.368
C -2.619 2.770 1.394
C -3.312 3.941 1.667
Si -0.831 0.613 2.255
C -1.628 -0.763 3.229
C -0.858 -1.616 4.031
C -1.464 -2.580 4.822
C -2.848 -2.715 4.812
C -3.626 -1.877 4.022
C -3.020 -0.901 3.244
H -3.754 5.440 3.133
H -2.363 4.391 4.885
H -1.126 2.333 4.412
H -2.729 2.319 0.417
H -3.929 4.395 0.904
H 0.537 0.829 2.748
H 0.222 -1.516 4.048
H -0.862 -3.219 5.456
H -3.322 -3.455 5.443
H -4.704 -1.968 4.035
H -3.636 -0.229 2.656

Summary:
* expectation value of S²: 0.765
* Kohn-Sham gap (spin up / spin down): 6.54 / 6.30 eV
* lowest unoccupied orbital energy (spin up / spin down): -7.2 / -7.5 eV
* total charge: +2
* spin multiplicity: 2
* relative energy (zero: lowest compared OMol25 entry of this formula, charge and spin): 11.7 kcal/mol

***

(3)
# C37H49AlBBr10Cl2CsF3I2NO9S

A molecular structure, C37H49AlBBr10Cl2CsF3I2NO9S (wB97M-V/def2-TZVPD, OMol25).

Cartesian coordinates (Å):
C -0.196 -2.309 3.037
O -0.789 -1.236 2.275
B 0.190 -0.514 1.617
O 1.099 0.151 2.449
C 0.305 -0.479 0.024
C 1.118 0.466 -0.647
C 1.908 1.556 0.103
C 3.289 1.029 0.640
C 3.638 -0.390 0.181
O 5.006 -0.728 0.674
C 5.772 -1.023 -0.374
C 5.654 -2.394 -1.115
O 6.564 -0.205 -0.821
C 1.258 0.477 -2.054
C 2.183 1.473 -2.780
C 1.398 2.703 -3.337
C 1.638 3.959 -2.488
F 1.868 2.939 -4.624
C 0.555 -0.436 -2.834
C -0.292 -1.357 -2.181
C -0.401 -1.386 -0.803
C -1.325 -2.454 -0.218
C -2.660 -1.801 0.168
O -2.794 -0.657 0.449
Br -4.297 -2.901 0.162
C -1.072 -2.291 -3.084
O -2.214 -2.636 -2.907
C -0.307 -2.753 -4.317
C -0.589 -4.178 -4.748
C 0.519 -1.916 -4.924
C 1.338 -2.343 -6.136
I 3.283 -1.357 -6.147
C 0.586 -2.067 -7.479
C -0.857 -1.615 -7.298
I 0.442 -3.934 -8.588
C 0.648 -0.499 -4.355
O 0.773 0.458 -5.066
H 0.576 -1.957 3.733
H 0.321 -2.972 2.312
H -0.954 -2.891 3.566
H 1.945 -0.309 2.487
H 2.050 2.446 -0.510
H 1.267 1.856 0.941
H 4.064 1.683 0.222
H 3.328 1.074 1.734
H 2.970 -1.137 0.627
H 3.668 -0.482 -0.915
H 4.804 -2.988 -0.758
H 6.589 -2.963 -0.899
H 5.556 -2.257 -2.198
H 2.663 0.950 -3.620
H 3.001 1.782 -2.115
H 0.327 2.470 -3.374
H 0.853 4.078 -1.724
H 1.596 4.843 -3.133
H 2.594 3.931 -1.945
H -0.895 -2.842 0.714
H -1.444 -3.324 -0.865
H -0.452 -4.876 -3.889
H -1.697 -4.215 -5.035
H -0.040 -4.518 -5.636
H 1.593 -3.404 -6.077
H 1.182 -1.380 -8.088
H -1.338 -1.684 -8.313
H -0.878 -0.544 -7.039
H -1.424 -2.246 -6.583
C 6.638 2.160 2.746
Br 6.427 3.054 1.045
Br 8.224 2.748 3.664
Br 5.065 2.337 3.848
H 6.762 1.106 2.537
Cs 8.783 -0.837 -1.207
C -4.950 -3.201 4.685
C -4.573 -1.927 5.435
C -3.105 -1.904 5.866
C -2.823 -3.032 6.770
N -2.603 -3.914 7.475
H -4.836 -4.088 5.312
H -5.994 -3.159 4.371
H -4.332 -3.329 3.792
H -5.217 -1.825 6.310
H -4.767 -1.065 4.795
H -2.882 -0.971 6.383
H -2.449 -1.974 4.996
C -1.417 6.991 -4.300
Br -2.369 5.329 -4.539
Br -1.101 7.373 -2.436
Br 0.213 7.034 -5.329
H -2.054 7.778 -4.680
C -1.957 3.844 5.332
C -1.050 2.721 5.850
C -1.740 2.098 7.069
S -3.504 2.343 6.825
O -3.990 3.231 7.844
O -4.130 1.070 6.559
C -3.365 3.258 5.294
H -1.645 4.196 4.349
H -1.924 4.692 6.020
H -0.926 1.964 5.069
H -0.057 3.090 6.107
H -1.534 1.033 7.151
H -1.457 2.601 7.991
H -4.146 4.013 5.246
H -3.475 2.549 4.473
F -1.960 -5.059 -8.201
F -2.865 -2.797 -7.287
Al -2.120 -5.882 -4.531
C -2.856 1.659 -9.450
Br -2.959 -0.161 -8.811
Br -2.883 2.931 -8.002
Br -1.339 1.923 -10.612
H -3.744 1.837 -10.042
C -1.267 -0.060 10.375
Cl 0.377 0.521 10.061
Cl -2.401 1.279 10.574
H -1.587 -0.668 9.535
H -1.262 -0.654 11.282

Summary:
* Kohn-Sham gap: 3.18 eV
* lowest unoccupied orbital energy: -9.6 eV
* total charge: +2
* spin multiplicity: 1

***

(4)
# C37H49BBrCl4N6O4PrS

A molecular structure, C37H49BBrCl4N6O4PrS (wB97M-V/def2-TZVPD, OMol25).

Cartesian coordinates (Å):
Pr -0.415 -1.941 -0.218
C -0.659 3.292 -3.097
C -0.773 1.828 -3.024
C -1.338 1.031 -3.980
C -1.298 -0.299 -3.527
N -0.710 -0.364 -2.318
N -0.402 1.023 -1.980
B 0.448 1.214 -0.637
N -0.309 2.419 0.052
N 0.541 3.443 0.601
C -0.245 4.382 1.035
C -1.643 3.968 1.008
C -1.593 2.732 0.374
C -2.704 1.778 0.116
C 0.283 5.573 1.633
C -0.648 6.736 1.281
C 0.369 5.303 3.125
C 1.627 5.883 0.976
N 1.964 1.073 -0.743
N 2.523 -0.157 -0.438
C 3.863 -0.029 -0.489
C 4.194 1.329 -0.806
C 2.996 1.957 -1.062
C 2.774 3.290 -1.572
C 4.891 -1.099 -0.376
C 5.105 -1.689 -1.785
C 4.414 -2.120 0.680
C 6.169 -0.513 0.197
C -1.768 -1.536 -4.232
C -0.970 -1.559 -5.576
C -1.684 -2.790 -3.385
C -3.277 -1.270 -4.489
H -0.326 3.759 -2.119
H 0.094 3.522 -3.848
H -1.617 3.762 -3.518
H -1.816 1.345 -4.908
H 0.075 0.247 0.067
H -2.558 4.470 1.455
H -3.668 2.344 -0.033
H -2.431 1.157 -0.729
H -2.902 1.135 0.996
H -1.442 6.668 2.087
H -0.139 7.680 1.324
H -1.091 6.584 0.316
H -0.585 5.036 3.642
H 1.154 4.472 3.261
H 0.705 6.195 3.707
H 1.431 6.280 -0.050
H 2.234 4.928 0.826
H 2.243 6.650 1.481
H 5.203 1.730 -0.777
H 2.637 3.225 -2.657
H 1.855 3.744 -1.210
H 3.679 3.928 -1.435
H 4.249 -2.336 -2.018
H 5.237 -0.877 -2.519
H 5.940 -2.375 -1.661
H 3.502 -2.628 0.434
H 5.189 -2.912 0.775
H 4.321 -1.630 1.636
H 6.583 0.282 -0.469
H 5.997 -0.143 1.214
H 6.952 -1.260 0.280
H 0.137 -1.318 -5.495
H -0.901 -2.559 -6.053
H -1.488 -0.940 -6.369
H -0.650 -2.863 -2.964
H -2.452 -2.753 -2.651
H -2.010 -3.622 -4.050
H -3.486 -0.284 -4.825
H -3.650 -1.961 -5.272
H -3.918 -1.479 -3.531
Cl -1.126 -5.072 -0.247
C 0.434 -5.752 -0.234
C 0.472 -6.974 0.400
C 1.712 -7.762 0.438
C 2.727 -7.283 -0.327
C 2.720 -5.959 -0.853
Cl 4.280 -5.379 -1.202
C 1.544 -5.164 -0.880
S 1.532 -3.727 -1.890
H -0.473 -7.314 0.819
H 1.666 -8.726 1.012
H 3.644 -7.827 -0.508
O -0.110 -3.901 2.376
Cl 0.651 -2.701 2.453
O 1.439 -2.652 3.621
O 1.477 -2.578 1.228
O -0.288 -1.520 2.364
Cl -2.525 -1.518 4.958
C -4.174 -1.118 4.857
C -4.987 -1.936 4.048
C -6.310 -1.626 3.815
C -6.906 -0.560 4.482
C -6.131 0.350 5.187
C -4.704 0.051 5.515
C -3.967 0.853 6.367
H -4.518 -2.825 3.569
H -6.977 -2.232 3.148
H -7.949 -0.402 4.513
H -6.590 1.246 5.548
H -3.007 0.545 6.857
H -4.339 1.844 6.644
Br -3.229 -2.469 0.235

Summary:
* expectation value of S²: 2.002
* Kohn-Sham gap (spin up / spin down): 3.34 / 3.42 eV
* lowest unoccupied orbital energy (spin up / spin down): 3.6 / 3.7 eV
* total charge: -2
* spin multiplicity: 3